# C5H6I3NO

A structure of composition C5H6I3NO at a distorted geometry (ωB97M-V/def2-TZVPD, OMol25).

Computed properties:
spin multiplicity = 1
net charge = 0
frontier orbital gap = 8.22 eV
energy relative to the best compared isomer or geometry (same formula, charge and spin) = 0.0 kJ/mol
DFT total energy = -1217.04969 Eh

CARTESIAN COORDINATES (ANGSTROEM)
H -1.99020 1.61327 0.19997
H -0.96492 -2.73471 -1.32721
H 0.40265 -1.10580 2.35257
I 0.52289 3.54996 -2.15728
H -1.92516 -1.97730 -0.20276
N -1.15979 1.72889 -0.30199
H -1.26764 -0.62550 1.69848
H 1.10432 -1.94458 0.18031
C -0.95807 -2.20923 -0.35568
O 0.44007 0.51538 1.10142
C -0.10892 1.33912 0.24647
C -0.20105 -0.78466 1.42166
C 1.36686 1.90235 -1.04260
I 3.10556 2.35370 0.06406
C 0.05559 -1.78078 0.35308
I 1.57780 0.15988 -2.23050

Force components x, y, z for each atom (eV/Å):
H -1.8 -0.6 0.9
H 1.0 -0.3 0.8
H -1.2 0.7 -1.2
I 0.6 -0.5 0.3
H -3.1 1.3 1.4
N 1.7 0.0 0.9
H 0.7 -0.2 -0.4
H 0.1 -0.4 -0.4
C 1.8 -1.5 -2.7
O -0.6 0.0 0.2
C 2.5 0.8 -4.2
C 0.8 -0.2 2.5
C -2.5 -0.5 2.0
I 0.0 0.1 -0.1
C -0.3 1.1 0.3
I 0.2 0.1 -0.2

Löwdin atomic charge list, values in e, 8 entries: H 0.049; H 0.082; H 0.151; I 0.672; H 0.024; N 0.102; H 0.134; H 0.086